Model i:
A cluster of 2 separate species, C5H14 in total. Source: OMol25; level of theory: the ωB97M-V functional and the def2-TZVPD basis.

Geometry as XYZ:
```
19
Properties=species:S:1:pos:R:3:mulliken_charge:R:1
C -0.2900 0.6779 1.8336 -1.129
C 1.2288 0.3903 1.8733 -0.085
C 1.9017 -0.5683 0.8602 -0.701
H -0.5662 1.0387 0.7668 0.113
H -0.9073 -0.1951 2.1230 0.289
H -0.5699 1.3978 2.4695 0.477
H 1.2931 -0.1418 2.9462 0.163
H 1.6456 1.4916 1.9125 0.281
H 2.9040 -0.0053 0.7329 0.207
H 1.3887 -0.8962 -0.1104 0.100
H 2.1325 -1.6965 1.1033 0.272
C -1.9183 -0.1924 -2.3743 -0.911
C -0.5273 -0.1703 -1.7653 -0.603
H -2.6085 -1.0367 -1.9387 0.244
H -2.3188 0.7675 -2.3912 0.285
H -1.9236 -0.5645 -3.4967 0.231
H -0.4600 0.8639 -1.3181 0.167
H 0.2268 -0.3083 -2.4531 0.478
H -0.6313 -0.8522 -0.7737 0.123
```

E_HOMO: -10.48 eV
HOMO-LUMO gap: 11.6 eV
total charge: 0
structure (SMILES): CCC.CC

***

Model ii:
A cluster of 2 separate species, C5H14 in total. Source: OMol25; level of theory: the ωB97M-V functional and the def2-TZVPD basis.

Geometry as XYZ:
```
19
Properties=species:S:1:pos:R:3:mulliken_charge:R:1
C 1.2704 -1.7219 1.9533 -1.314
C 0.7934 -0.6197 1.0319 -0.097
C 1.3494 0.8051 1.0271 -0.790
H 2.4072 -1.7429 1.9496 0.277
H 0.9295 -2.6660 1.6900 0.385
H 1.0630 -1.5490 3.0230 0.322
H 0.9417 -0.9958 -0.0029 0.233
H -0.3426 -0.5264 1.0395 0.265
H 1.1999 1.3547 2.0127 0.300
H 2.4297 0.8849 0.6471 0.234
H 0.6724 1.3987 0.4701 0.229
C -2.2899 0.5096 -2.0902 -1.051
C -0.8750 0.8551 -1.6715 -0.261
H -2.8513 0.1504 -1.2287 0.323
H -2.7599 1.3196 -2.7142 0.270
H -2.3422 -0.5209 -2.5235 0.305
H -1.1087 1.7066 -0.8790 0.148
H -0.3402 1.2241 -2.5611 0.309
H -0.1466 0.1338 -1.1731 -0.087
```

E_HOMO: -10.92 eV
HOMO-LUMO gap: 12.0 eV
total charge: 0
structure (SMILES): CCC.CC

***

The energy of each structure relative to the most stable one, in kJ/mol, is as follows: model i 117.8; model ii 0.0.

***

Model i:
A cluster of 2 separate species, C5H14 in total. Source: OMol25; level of theory: the ωB97M-V functional and the def2-TZVPD basis.

Geometry as XYZ:
```
19
Properties=species:S:1:pos:R:3:mulliken_charge:R:1
C 1.6079 2.0282 0.2626 -1.102
C 1.9233 1.1733 -0.9714 -0.225
C 1.3469 -0.2618 -0.8662 -0.923
H 0.6998 2.6132 0.1366 0.291
H 2.4527 2.7148 0.3717 0.317
H 1.5085 1.4088 1.1496 0.312
H 1.4657 1.6404 -1.8468 0.230
H 2.9837 1.0689 -1.1877 0.348
H 0.7041 -0.4078 0.0027 0.115
H 0.6601 -0.5265 -1.6741 0.307
H 2.1476 -0.9944 -0.8751 0.337
C -2.0761 -1.9022 1.1730 -0.849
C -2.2822 -0.7139 0.2256 -0.568
H -1.9072 -1.5187 2.1789 0.262
H -3.0020 -2.4764 1.1855 0.318
H -1.2197 -2.5218 0.9201 0.281
H -2.9366 -0.0112 0.7305 0.275
H -2.7263 -0.9920 -0.7386 0.278
H -1.3504 -0.3209 -0.1770 -0.003
```

E_HOMO: -11.29 eV
HOMO-LUMO gap: 12.4 eV
total charge: 0
structure (SMILES): CCC.CC

***

Model ii:
A cluster of 2 separate species, C5H14 in total. Source: OMol25; level of theory: the ωB97M-V functional and the def2-TZVPD basis.

Geometry as XYZ:
```
19
Properties=species:S:1:pos:R:3:mulliken_charge:R:1
C -1.5381 0.6765 0.2312 -1.092
C -2.1041 0.3746 -1.1719 -0.211
C -1.9463 1.5195 -2.1597 -1.029
H -1.5237 -0.2421 0.8193 0.281
H -2.1099 1.4423 0.7500 0.342
H -0.4977 1.0043 0.1052 0.287
H -1.6153 -0.5401 -1.5313 0.269
H -3.1598 0.1177 -1.0674 0.269
H -2.8105 2.1755 -2.1615 0.287
H -1.0835 2.1619 -1.9136 0.293
H -1.7809 1.1468 -3.1690 0.300
C 2.0013 -1.7774 1.5263 -0.602
C 3.0406 -0.6781 1.2794 -0.870
H 1.9153 -1.9921 2.5893 0.277
H 0.9985 -1.4587 1.2163 0.074
H 2.3237 -2.6726 1.0064 0.273
H 3.1471 -0.5168 0.2063 0.259
H 4.0006 -0.9970 1.6862 0.324
H 2.7427 0.2559 1.7584 0.269
```

E_HOMO: -11.45 eV
HOMO-LUMO gap: 12.5 eV
total charge: 0
structure (SMILES): CCC.CC

***

Model iii:
A cluster of 2 separate species, C5H14 in total. Source: OMol25; level of theory: the ωB97M-V functional and the def2-TZVPD basis.

Geometry as XYZ:
```
19
Properties=species:S:1:pos:R:3:mulliken_charge:R:1
C 0.9561 1.3583 -0.4809 -1.031
C -0.2970 1.7698 0.3031 -0.122
C -1.1900 2.6445 -0.5982 -1.145
H 1.7674 2.0916 -0.4637 0.355
H 0.6276 1.2450 -1.5255 0.301
H 1.3646 0.3612 -0.2837 0.206
H -0.8474 0.8816 0.6251 0.217
H -0.0068 2.3705 1.1726 0.289
H -0.6148 3.3733 -1.1611 0.312
H -1.7539 2.0682 -1.3569 0.320
H -1.7907 3.2331 0.1348 0.322
C 0.3746 -2.3124 -0.1624 -0.584
C 0.0832 -3.2717 1.0215 -0.823
H -0.0810 -1.3239 -0.1979 0.020
H 1.4514 -2.0624 -0.0368 0.225
H 0.3115 -2.7922 -1.1263 0.339
H 0.0821 -4.2816 0.5996 0.246
H -0.9608 -3.0696 1.2802 0.267
H 0.8447 -3.1578 1.7682 0.288
```

E_HOMO: -11.31 eV
HOMO-LUMO gap: 12.4 eV
total charge: 0
structure (SMILES): CCC.CC

***

The energy of each structure relative to the most stable one, in kJ/mol, is as follows: model i 33.9; model ii 0.0; model iii 49.5.